No. 1
The molecule C17H32O6. Source: the Open Molecules 2025 dataset; level of theory: ωB97M-V/def2-TZVPD.

CARTESIAN COORDINATES (ANGSTROEM)
C  0.016  -2.860  1.209
C  -1.418  -3.411  1.295
C  -1.656  -4.285  0.092
O  -1.212  -5.428  0.025
O  -2.390  -3.732  -0.924
C  -1.599  -3.155  -1.968
C  -1.903  -1.678  -1.975
O  -0.984  -1.046  -2.865
C  -1.074  0.299  -2.952
O  -0.815  0.913  -3.986
O  -1.393  0.840  -1.769
C  -1.998  2.152  -1.810
C  -3.059  2.225  -0.715
C  -2.675  3.054  0.512
C  -2.118  2.280  1.715
C  -1.297  1.036  1.397
C  0.149  1.347  0.996
C  1.207  0.452  1.673
C  2.047  -0.380  0.698
C  3.522  -0.512  1.133
C  4.407  0.296  0.213
O  4.004  1.644  0.271
C  4.772  2.468  -0.578
H  0.044  -2.060  0.475
H  0.694  -3.633  0.872
H  0.332  -2.451  2.156
H  -2.094  -2.563  1.285
H  -1.554  -3.993  2.191
H  -0.544  -3.293  -1.761
H  -1.872  -3.617  -2.905
H  -2.909  -1.519  -2.342
H  -1.812  -1.325  -0.958
H  -1.212  2.863  -1.599
H  -2.430  2.344  -2.779
H  -3.364  1.224  -0.442
H  -3.936  2.689  -1.154
H  -2.013  3.860  0.222
H  -3.583  3.546  0.843
H  -2.897  2.056  2.432
H  -1.443  2.952  2.235
H  -1.244  0.452  2.310
H  -1.762  0.393  0.659
H  0.384  2.375  1.247
H  0.288  1.239  -0.073
H  1.870  1.079  2.254
H  0.746  -0.231  2.379
H  1.650  -1.388  0.641
H  2.008  0.042  -0.296
H  3.644  -0.176  2.154
H  3.846  -1.541  1.030
H  4.234  -0.071  -0.802
H  5.466  0.181  0.444
H  5.092  1.915  -1.458
H  4.174  3.315  -0.880
H  5.666  2.814  -0.064

- Total charge: 0
- Lowest unoccupied orbital energy: 0.70 eV


No. 2
The molecule C2H3NO2S. Source: the Open Molecules 2025 dataset; level of theory: ωB97M-V/def2-TZVPD.

CARTESIAN COORDINATES (ANGSTROEM)
N  2.133  -1.259  0.310
C  1.889  -0.156  0.105
S  1.127  1.247  -0.340
C  -0.572  0.144  0.303
O  -1.564  1.020  0.404
O  -0.776  -0.754  -0.711
H  -0.233  -0.336  1.132
H  -2.051  1.177  -0.341
H  0.048  -1.082  -0.862

- Total charge: 0
- Energy relative to the best compared isomer or geometry (same formula, charge and spin): 218.20 kJ/mol
- Lowest unoccupied orbital energy: 0.22 eV


No. 3
A structure of composition C9H12AsBiCl3N2OS4. Source: the Open Molecules 2025 dataset; level of theory: ωB97M-V/def2-TZVPD.

CARTESIAN COORDINATES (ANGSTROEM)
Bi  -0.445  -0.604  -0.256
S  -3.364  -1.752  3.608
As  -1.826  -2.150  2.272
S  -0.208  -0.486  2.175
S  -2.428  -2.046  0.071
S  -0.850  -3.970  2.632
Cl  -2.014  6.922  0.017
C  -1.997  5.192  -0.003
C  -0.791  4.522  -0.052
C  -0.785  3.140  -0.090
Cl  0.763  2.359  -0.181
C  -1.956  2.358  -0.079
O  -2.021  1.078  -0.143
C  -3.158  3.117  -0.020
Cl  -4.631  2.232  -0.017
C  -3.192  4.492  0.015
H  0.142  5.063  -0.069
H  -4.140  5.006  0.051
N  2.390  -0.667  0.000
C  3.034  -1.317  -1.128
C  2.925  -2.839  -1.050
C  1.507  -3.406  -1.116
N  0.651  -2.929  -0.040
H  2.561  0.332  0.002
H  2.715  -1.043  0.882
H  4.105  -1.062  -1.205
H  2.543  -0.955  -2.037
H  3.396  -3.175  -0.123
H  3.491  -3.262  -1.883
H  1.593  -4.503  -1.088
H  1.035  -3.134  -2.068
H  1.122  -2.976  0.862
H  -0.167  -3.536  0.059

- Total charge: -1
- Energy relative to the best compared isomer or geometry (same formula, charge and spin): 73.92 kJ/mol
- Lowest unoccupied orbital energy: 2.22 eV


No. 4
A structure of composition C4H7CdLiO2. Source: the Open Molecules 2025 dataset; level of theory: ωB97M-V/def2-TZVPD.

CARTESIAN COORDINATES (ANGSTROEM)
O  -0.622  -1.503  -1.313
C  -0.902  -1.718  -0.007
C  -0.788  -0.554  0.932
Li  -1.812  -2.426  -2.325
H  -0.800  -2.748  0.354
H  -1.656  0.121  0.814
H  -0.814  -0.926  1.967
C  0.464  1.583  0.492
C  0.477  0.253  0.723
O  1.588  2.310  0.439
H  -0.476  2.129  0.359
H  1.439  -0.242  0.902
H  1.874  0.629  -2.588
H  1.544  3.065  1.034
Cd  0.483  0.025  -1.783

- Total charge: +1
- Multiplicity: 2
- Energy relative to the best compared isomer or geometry (same formula, charge and spin): 0.00 kJ/mol
- Lowest unoccupied orbital energy (spin up / spin down): -4.31 / -4.40 eV


No. 5
The molecule C5H12N2. Source: the Open Molecules 2025 dataset; level of theory: ωB97M-V/def2-TZVPD.

CARTESIAN COORDINATES (ANGSTROEM)
C  -2.093  -0.625  -1.340
C  -1.363  -0.066  -0.348
N  -1.799  -0.436  0.994
C  -0.285  0.950  -0.501
C  0.905  0.702  0.532
C  1.240  -0.799  0.432
N  2.086  1.588  0.359
H  -2.804  -1.484  -1.275
H  -1.859  -0.342  -2.401
H  -2.444  -1.221  0.936
H  -1.018  -0.768  1.593
H  -0.509  1.960  -0.426
H  0.108  0.783  -1.447
H  0.427  0.796  1.530
H  1.390  -1.067  -0.690
H  2.223  -1.169  0.874
H  0.575  -1.500  0.858
H  2.396  1.519  -0.640
H  2.824  1.179  0.959

- Total charge: 0
- Energy relative to the best compared isomer or geometry (same formula, charge and spin): 160.28 kJ/mol
- Lowest unoccupied orbital energy: 0.94 eV


No. 6
A cluster of 12 separate species, C48H96O24 in total. Source: the Open Molecules 2025 dataset; level of theory: ωB97M-V/def2-TZVPD.

CARTESIAN COORDINATES (ANGSTROEM)
C  -1.227  4.269  -0.519
C  -1.060  2.900  -1.154
O  -1.601  2.873  -2.499
C  -2.492  1.935  -2.813
C  -3.107  2.307  -4.080
O  -2.805  1.002  -2.072
H  -2.258  4.536  -0.179
H  -0.870  5.082  -1.160
H  -0.748  4.325  0.421
H  0.030  2.702  -1.271
H  -1.565  2.183  -0.589
H  -3.082  1.482  -4.801
H  -2.680  3.232  -4.421
H  -4.166  2.373  -3.838
C  0.280  0.981  -4.029
C  1.234  -0.076  -4.656
O  1.963  -0.703  -3.528
C  2.697  -1.860  -3.856
C  3.576  -2.382  -2.728
O  2.489  -2.505  -4.870
H  0.917  1.866  -3.725
H  -0.110  0.542  -3.062
H  -0.559  1.301  -4.659
H  0.715  -0.928  -5.142
H  1.993  0.391  -5.316
H  4.346  -3.048  -3.198
H  3.013  -3.052  -2.105
H  4.058  -1.617  -2.193
C  1.489  -4.024  2.836
C  1.441  -4.044  1.350
O  2.808  -4.249  0.860
C  3.033  -5.499  0.339
C  4.462  -5.524  -0.167
O  2.294  -6.412  0.433
H  2.347  -3.430  3.199
H  1.503  -5.008  3.333
H  0.618  -3.531  3.230
H  0.864  -4.842  0.950
H  1.131  -3.087  1.027
H  5.121  -5.496  0.725
H  4.655  -4.584  -0.736
H  4.623  -6.358  -0.809
C  -1.856  -1.860  -7.805
C  -2.748  -0.639  -7.887
O  -3.463  -0.408  -6.647
C  -4.718  -0.919  -6.586
C  -5.204  -1.096  -5.201
O  -5.323  -1.245  -7.582
H  -1.635  -1.922  -6.754
H  -0.928  -1.599  -8.388
H  -2.401  -2.723  -8.198
H  -2.194  0.265  -8.113
H  -3.488  -0.757  -8.664
H  -6.268  -1.314  -5.116
H  -4.950  -0.370  -4.437
H  -4.773  -2.063  -4.790
C  -6.363  0.699  4.957
C  -6.671  0.882  3.474
O  -5.382  1.139  2.871
C  -5.292  0.793  1.551
C  -3.992  1.184  0.896
O  -6.090  0.095  1.003
H  -7.164  0.474  5.678
H  -5.932  1.675  5.350
H  -5.640  -0.052  5.043
H  -7.113  -0.011  3.011
H  -7.404  1.660  3.302
H  -3.994  0.805  -0.095
H  -3.213  0.690  1.504
H  -3.816  2.256  0.897
C  5.861  3.996  2.359
C  4.369  3.699  2.071
O  3.565  4.926  2.251
C  2.506  5.135  1.462
C  1.768  6.370  1.915
O  2.115  4.396  0.575
H  6.242  4.467  1.472
H  6.357  3.025  2.515
H  5.867  4.497  3.288
H  4.228  3.288  1.068
H  3.913  3.085  2.853
H  2.219  7.008  2.634
H  0.815  6.082  2.273
H  1.664  7.080  1.091
C  -2.434  -2.514  4.264
C  -2.449  -2.640  2.714
O  -3.761  -3.210  2.332
C  -3.989  -3.209  1.002
C  -5.430  -3.477  0.698
O  -3.109  -3.091  0.189
H  -2.312  -3.590  4.628
H  -3.284  -2.103  4.793
H  -1.514  -1.966  4.635
H  -2.327  -1.638  2.248
H  -1.610  -3.290  2.376
H  -5.493  -3.879  -0.289
H  -6.058  -2.619  0.803
H  -5.799  -4.190  1.432
C  3.854  -1.366  6.934
C  3.383  -0.485  5.728
O  3.690  -1.234  4.574
C  3.996  -0.566  3.441
C  4.344  -1.419  2.233
O  3.955  0.643  3.366
H  3.240  -2.244  6.937
H  3.757  -0.916  7.921
H  4.861  -1.655  6.726
H  2.311  -0.274  5.725
H  3.908  0.425  5.723
H  4.817  -2.348  2.605
H  5.032  -0.838  1.650
H  3.472  -1.549  1.596
C  5.286  0.944  -5.433
C  5.689  0.938  -3.922
O  4.554  1.208  -3.109
C  4.817  1.495  -1.785
C  3.659  1.656  -0.935
O  5.930  1.710  -1.328
H  5.266  1.993  -5.654
H  4.351  0.400  -5.416
H  5.938  0.313  -6.134
H  5.932  -0.106  -3.715
H  6.589  1.528  -3.711
H  4.031  1.593  0.077
H  2.910  0.883  -1.023
H  3.183  2.636  -0.965
C  -2.885  2.314  5.519
C  -2.424  3.377  4.589
O  -1.652  4.416  5.290
C  -1.061  5.340  4.396
C  -0.404  6.430  5.236
O  -1.057  5.255  3.190
H  -3.191  1.490  4.814
H  -3.771  2.530  6.085
H  -2.083  1.861  6.164
H  -1.785  2.856  3.870
H  -3.221  3.827  4.066
H  -0.883  6.492  6.259
H  -0.406  7.428  4.718
H  0.609  6.140  5.388
C  -2.271  -2.311  -3.427
C  -1.840  -3.685  -2.895
O  -0.814  -4.206  -3.788
C  0.477  -4.166  -3.410
C  1.308  -5.123  -4.328
O  0.905  -3.642  -2.392
H  -3.119  -1.980  -2.859
H  -2.567  -2.419  -4.478
H  -1.507  -1.537  -3.354
H  -1.420  -3.561  -1.892
H  -2.706  -4.347  -2.992
H  0.836  -6.115  -4.121
H  2.369  -5.068  -4.019
H  1.108  -4.885  -5.355
C  0.262  0.951  3.381
C  0.286  1.614  2.063
O  -0.452  0.773  1.045
C  0.329  -0.168  0.481
C  -0.436  -1.092  -0.419
O  1.464  -0.226  0.697
H  0.547  1.600  4.180
H  0.938  0.089  3.521
H  -0.688  0.478  3.533
H  -0.234  2.581  2.050
H  1.239  1.775  1.624
H  -0.776  -0.451  -1.238
H  -1.331  -1.457  0.006
H  0.272  -1.846  -0.757

- Total charge: 0
- Energy relative to the best compared isomer or geometry (same formula, charge and spin): 174.00 kJ/mol
- Lowest unoccupied orbital energy: 0.45 eV


No. 7
A structure of composition C30H34CaCl2NO6Te. Source: the Open Molecules 2025 dataset; level of theory: ωB97M-V/def2-TZVPD.

CARTESIAN COORDINATES (ANGSTROEM)
Ca  0.873  0.005  1.472
O  -0.165  3.912  0.064
C  -0.773  2.723  -0.033
O  -0.187  1.736  -0.379
C  -2.264  2.846  0.255
O  -2.911  1.656  0.616
C  -2.808  1.306  1.991
C  -1.424  0.778  2.255
O  -1.236  -0.473  2.151
O  -0.488  1.603  2.444
H  0.769  3.787  -0.230
H  -2.707  3.171  -0.697
H  -2.416  3.646  0.988
H  -3.559  0.538  2.172
H  -2.993  2.186  2.621
Cl  -0.316  -1.377  -1.036
C  -0.757  -2.825  -0.089
Cl  0.451  -3.221  1.146
H  -0.820  -3.667  -0.777
H  -1.700  -2.602  0.411
C  2.884  7.224  -0.469
C  2.957  5.753  -0.747
C  3.587  4.880  0.118
C  3.673  3.504  -0.111
C  4.449  2.723  0.906
C  3.069  2.998  -1.269
Te  3.086  0.973  -1.873
N  2.795  0.315  0.236
C  3.402  -0.484  1.087
O  2.796  -0.919  2.158
C  4.827  -0.929  0.980
C  5.462  -1.115  -0.242
C  6.794  -1.495  -0.291
C  7.504  -1.677  0.886
C  6.870  -1.503  2.107
C  5.534  -1.144  2.156
C  4.267  1.383  -3.638
C  3.724  1.079  -4.886
C  2.362  0.483  -5.117
C  4.463  1.379  -6.033
C  5.719  1.951  -5.967
C  6.503  2.262  -7.206
C  6.246  2.208  -4.706
C  5.548  1.923  -3.542
C  6.207  2.218  -2.229
C  2.431  3.858  -2.174
C  1.768  3.392  -3.438
C  2.389  5.218  -1.895
H  3.399  7.480  0.455
H  1.850  7.557  -0.376
H  3.338  7.800  -1.276
H  4.054  5.275  1.014
H  5.155  3.397  1.393
H  5.007  1.894  0.478
H  3.802  2.295  1.670
H  4.911  -0.984  -1.165
H  7.271  -1.648  -1.248
H  8.545  -1.961  0.851
H  7.420  -1.655  3.024
H  5.021  -1.026  3.097
H  1.940  -0.041  -4.259
H  2.406  -0.227  -5.940
H  1.645  1.257  -5.397
H  4.036  1.151  -7.002
H  5.913  2.076  -8.102
H  7.405  1.653  -7.271
H  6.821  3.305  -7.226
H  7.238  2.632  -4.621
H  7.288  2.213  -2.344
H  5.959  1.479  -1.459
H  5.910  3.196  -1.843
H  1.248  2.440  -3.315
H  2.494  3.259  -4.242
H  1.039  4.134  -3.756
H  1.882  5.871  -2.596

- Total charge: 0
- Multiplicity: 2
- Energy relative to the best compared isomer or geometry (same formula, charge and spin): 0.00 kJ/mol
- Lowest unoccupied orbital energy (spin up / spin down): 0.44 / -0.54 eV


No. 8
A cluster of 7 separate species, C29H43F18N2O12S in total. Source: the Open Molecules 2025 dataset; level of theory: ωB97M-V/def2-TZVPD.

CARTESIAN COORDINATES (ANGSTROEM)
N  -1.987  -5.824  1.388
C  -2.273  -5.904  -0.065
C  -2.119  -4.518  -0.702
C  -3.497  -4.080  -1.160
C  -4.393  -3.641  -0.035
C  -5.824  -4.199  -0.166
N  -5.839  -5.581  -0.539
S  -6.458  -5.799  -2.080
H  -2.531  -6.533  1.850
H  -2.405  -4.961  1.681
H  -3.285  -6.235  -0.185
H  -1.594  -6.591  -0.525
H  -1.651  -3.808  -0.049
H  -1.536  -4.643  -1.593
H  -3.417  -3.266  -1.859
H  -3.905  -4.897  -1.707
H  -4.466  -2.565  -0.009
H  -4.036  -3.933  0.936
H  -6.249  -4.113  0.829
H  -6.386  -3.568  -0.840
H  -5.447  -5.583  -3.000
C  3.401  -3.403  3.384
C  3.191  -3.335  1.891
O  2.821  -1.998  1.479
C  3.814  -1.178  1.338
O  4.963  -1.421  1.512
C  3.317  0.181  0.845
F  2.243  0.603  1.506
F  2.990  0.117  -0.443
F  4.262  1.103  0.977
H  2.515  -3.044  3.908
H  3.597  -4.429  3.688
H  4.241  -2.781  3.695
H  2.367  -3.974  1.602
H  4.074  -3.664  1.344
C  -0.831  3.016  2.049
C  -0.711  1.636  2.657
O  -1.918  1.264  3.346
C  -2.882  0.799  2.577
O  -2.842  0.670  1.404
C  -4.080  0.397  3.441
F  -4.363  1.321  4.362
F  -3.840  -0.740  4.083
F  -5.166  0.219  2.708
H  -1.107  3.745  2.811
H  0.115  3.315  1.599
H  -1.602  3.040  1.281
H  0.076  1.621  3.406
H  -0.463  0.888  1.907
C  1.196  -0.353  -3.072
C  1.948  -1.207  -4.062
O  1.324  -2.497  -4.225
C  0.344  -2.463  -5.107
O  0.035  -1.509  -5.734
C  -0.309  -3.843  -5.309
F  -0.632  -4.469  -4.184
F  0.511  -4.632  -6.010
F  -1.428  -3.724  -5.993
H  1.099  -0.879  -2.123
H  1.712  0.589  -2.900
H  0.188  -0.136  -3.423
H  2.952  -1.395  -3.691
H  2.044  -0.722  -5.033
C  -7.654  2.553  4.440
C  -7.803  2.605  2.935
O  -8.139  3.938  2.497
C  -7.130  4.772  2.384
O  -5.992  4.535  2.603
C  -7.639  6.124  1.873
F  -8.742  6.503  2.513
F  -7.924  6.049  0.574
F  -6.726  7.065  2.039
H  -8.552  2.936  4.926
H  -7.479  1.532  4.773
H  -6.820  3.171  4.768
H  -8.624  1.970  2.614
H  -6.905  2.256  2.433
C  0.914  6.079  -5.361
C  1.112  4.635  -5.767
O  2.318  4.094  -5.197
C  2.221  3.684  -3.950
O  1.253  3.722  -3.273
C  3.558  3.091  -3.496
F  4.587  3.857  -3.850
F  3.739  1.888  -4.041
F  3.602  2.954  -2.184
H  1.791  6.671  -5.622
H  0.044  6.498  -5.864
H  0.767  6.168  -4.286
H  1.237  4.558  -6.844
H  0.258  4.020  -5.491
C  8.254  1.356  0.182
C  7.851  1.089  1.615
O  8.951  0.538  2.370
C  9.823  1.406  2.825
O  9.792  2.581  2.678
C  10.898  0.675  3.636
F  11.320  -0.419  3.009
F  10.412  0.309  4.821
F  11.944  1.457  3.844
H  8.653  0.451  -0.275
H  7.395  1.694  -0.395
H  9.030  2.118  0.128
H  7.062  0.342  1.653
H  7.474  1.987  2.101

- Total charge: -1
- Energy relative to the best compared isomer or geometry (same formula, charge and spin): 0.00 kJ/mol
- Lowest unoccupied orbital energy: 1.64 eV